Version P
{
  "formula": "C38H114O19",
  "method": "the ωB97M-V functional and the def2-TZVPD basis",
  "e_homo_ev": -9.29,
  "spin_multiplicity": 1,
  "charge": 0,
  "gap_ev": 9.326,
  "lumo_energy_ev": 0.033,
  "species": ["O", "O", "O", "O", "O", "O", "O", "O", "O", "O", "O", "O", "O", "O", "O", "O", "O", "O", "O", "C", "C", "C", "C", "C", "C", "C", "C", "C", "C", "C", "C", "C", "C", "C", "C", "C", "C", "C", "C", "C", "C", "C", "C", "C", "C", "C", "C", "C", "C", "C", "C", "C", "C", "C", "C", "C", "C", "H", "H", "H", "H", "H", "H", "H", "H", "H", "H", "H", "H", "H", "H", "H", "H", "H", "H", "H", "H", "H", "H", "H", "H", "H", "H", "H", "H", "H", "H", "H", "H", "H", "H", "H", "H", "H", "H", "H", "H", "H", "H", "H", "H", "H", "H", "H", "H", "H", "H", "H", "H", "H", "H", "H", "H", "H", "H", "H", "H", "H", "H", "H", "H", "H", "H", "H", "H", "H", "H", "H", "H", "H", "H", "H", "H", "H", "H", "H", "H", "H", "H", "H", "H", "H", "H", "H", "H", "H", "H", "H", "H", "H", "H", "H", "H", "H", "H", "H", "H", "H", "H", "H", "H", "H", "H", "H", "H", "H", "H", "H", "H", "H", "H"],
  "positions_angstrom": [[-2.653, 0.904, -5.891], [-4.141, 1.404, -0.154], [-1.885, 2.047, -1.539], [0.865, -1.403, -2.482], [4.199, 3.725, 1.658], [6.926, -4.534, 0.967], [1.257, 6.337, -6.542], [-2.687, -2.064, 6.473], [-3.455, -7.029, -1.765], [2.742, -0.217, -3.972], [2.292, 5.364, 0.645], [0.349, 6.911, 2.552], [-5.493, -1.717, 0.328], [-3.648, -5.573, 3.323], [0.410, 0.972, -0.807], [5.496, -0.858, -3.247], [-3.320, -1.623, -4.643], [3.654, 3.558, 6.803], [0.296, -5.665, 5.377], [-0.211, 5.980, 3.470], [-1.930, 1.878, -6.525], [-0.248, -2.120, 6.887], [5.277, -0.034, -1.078], [-4.301, -3.328, 3.134], [-6.052, -2.408, -0.796], [0.928, -6.395, 3.189], [5.661, -1.304, -1.908], [0.130, 4.450, -0.010], [-1.482, -1.371, 6.325], [2.583, 2.968, 7.485], [2.332, 1.566, 6.886], [-3.423, -5.659, -2.259], [6.833, -3.196, 1.351], [-0.635, -0.514, 0.898], [1.683, -2.241, -1.686], [-3.156, -5.721, -3.758], [0.845, 5.894, 4.591], [-4.780, 3.448, 0.807], [0.459, 0.515, 0.590], [1.567, 4.856, -0.448], [1.142, 5.068, -6.075], [-6.349, -3.842, -0.508], [3.609, 2.954, 2.726], [2.514, 1.141, -3.745], [0.266, -6.758, 4.527], [1.439, -3.691, -1.985], [3.396, 1.906, -4.784], [5.340, -2.814, 1.438], [4.731, 2.849, 3.808], [-2.226, -2.186, -3.944], [-2.805, 3.763, -2.936], [-2.119, 2.405, -2.908], [-0.404, 1.599, -6.554], [-4.157, 2.098, 1.089], [-1.263, -2.826, -4.921], [-4.711, -4.734, 3.423], [0.722, 5.159, -4.599], [3.615, 4.516, 6.753], [4.951, -3.074, 0.453], [-2.667, -2.984, -3.347], [-3.124, -4.726, -4.202], [-2.783, 1.917, -1.225], [0.653, -1.508, 6.863], [0.552, -5.507, 2.680], [-0.180, 0.540, -6.688], [5.529, 2.191, 3.462], [-3.987, -6.253, -4.222], [5.260, -0.230, -0.006], [1.876, 5.675, 4.311], [-0.604, -1.292, 0.135], [-0.482, 1.227, -1.055], [-0.498, 4.245, -0.877], [2.749, 2.971, 8.562], [0.143, 2.295, -7.190], [5.312, -1.733, 1.570], [2.668, 3.381, 3.072], [-4.436, -5.294, -2.091], [0.488, 4.498, -6.736], [1.702, 3.590, 7.323], [3.202, 1.591, -5.809], [-0.448, 7.154, 2.077], [-0.785, -7.036, 4.448], [2.144, 4.041, -0.884], [3.190, 0.905, 7.008], [-5.262, -4.739, 4.364], [4.261, 0.330, -1.230], [4.429, 1.580, -4.662], [1.432, 0.065, 0.785], [3.270, 1.971, 2.397], [-4.340, -7.351, -1.954], [-7.022, -1.942, -0.968], [1.360, 5.818, -4.010], [-4.147, 4.055, 0.160], [0.033, -3.007, 6.318], [-6.470, -4.408, -1.431], [1.759, 5.739, 1.349], [1.750, -3.931, -3.002], [-3.472, -3.004, 3.763], [-7.098, -4.201, 0.198], [-3.802, 3.654, -2.508], [-0.517, -2.105, -5.255], [0.486, 1.279, 1.367], [-5.124, 4.012, 1.673], [2.161, 4.692, -6.158], [3.622, 4.431, 1.357], [2.861, 1.506, -2.778], [0.698, 4.196, -4.088], [-3.935, -6.475, 3.159], [2.181, -4.234, -1.399], [-2.193, 1.897, -7.583], [-2.825, 1.682, -3.318], [1.981, -6.204, 3.393], [7.250, -2.657, 0.501], [3.306, 2.978, -4.613], [-5.477, -4.331, -0.073], [-2.180, 4.490, -2.419], [0.789, -7.130, 2.396], [-2.579, -2.982, 6.214], [4.556, -0.696, -3.355], [-5.058, -2.546, 3.181], [4.543, 2.401, 4.784], [-1.605, -0.448, 6.892], [-0.545, -0.945, 1.895], [0.775, -7.626, 4.944], [-4.002, -3.281, 2.087], [-2.841, 3.999, -4.000], [-1.157, 6.346, 3.869], [2.739, -2.042, -1.866], [0.710, 6.828, 5.137], [5.911, 0.852, -1.093], [1.397, -2.093, -0.645], [-3.129, 2.201, 1.438], [-0.440, 5.257, 0.449], [1.563, 5.559, -1.281], [5.395, 3.677, 4.056], [0.176, 3.616, 0.690], [-2.680, -4.974, -1.851], [-2.122, 2.932, -6.326], [-5.068, 1.293, -0.378], [2.092, -0.737, -3.493], [-1.119, 2.435, -3.341], [-0.495, -3.448, -4.461], [-1.780, -1.539, -3.189], [-1.627, -0.091, 0.735], [-2.196, -6.222, -3.884], [-0.461, -2.278, 7.945], [-5.049, -0.962, -0.067], [-0.302, 5.522, -4.525], [7.476, -2.955, 2.198], [-3.128, -0.819, -5.132], [1.505, 1.545, -3.826], [1.978, 6.696, -6.020], [-0.514, -5.150, 5.343], [7.139, -5.052, 1.747], [-3.328, 0.630, -6.516], [0.627, -0.690, -1.885], [-0.300, 5.021, 2.959], [-5.517, -2.270, -1.735], [-1.788, -3.314, -5.742], [0.468, 5.125, 5.264], [0.411, -4.024, -1.846], [4.941, -3.359, 2.294], [1.523, 0.992, 7.338], [5.043, -2.157, -1.625], [6.733, -1.493, -1.850], [-1.281, -1.278, 5.258], [-4.814, 1.444, 1.664], [0.034, 1.721, -5.563], [-5.462, -5.065, 2.706], [2.084, 1.601, 5.825], [-5.644, 3.201, 0.190]]
}


Version Q
{
  "formula": "C38H114O19",
  "method": "the ωB97M-V functional and the def2-TZVPD basis",
  "e_homo_ev": -9.22,
  "spin_multiplicity": 1,
  "charge": 0,
  "gap_ev": 9.601,
  "lumo_energy_ev": 0.376,
  "species": ["O", "O", "O", "O", "O", "O", "O", "O", "O", "O", "O", "O", "O", "O", "O", "O", "O", "O", "O", "C", "C", "C", "C", "C", "C", "C", "C", "C", "C", "C", "C", "C", "C", "C", "C", "C", "C", "C", "C", "C", "C", "C", "C", "C", "C", "C", "C", "C", "C", "C", "C", "C", "C", "C", "C", "C", "C", "H", "H", "H", "H", "H", "H", "H", "H", "H", "H", "H", "H", "H", "H", "H", "H", "H", "H", "H", "H", "H", "H", "H", "H", "H", "H", "H", "H", "H", "H", "H", "H", "H", "H", "H", "H", "H", "H", "H", "H", "H", "H", "H", "H", "H", "H", "H", "H", "H", "H", "H", "H", "H", "H", "H", "H", "H", "H", "H", "H", "H", "H", "H", "H", "H", "H", "H", "H", "H", "H", "H", "H", "H", "H", "H", "H", "H", "H", "H", "H", "H", "H", "H", "H", "H", "H", "H", "H", "H", "H", "H", "H", "H", "H", "H", "H", "H", "H", "H", "H", "H", "H", "H", "H", "H", "H", "H", "H", "H", "H", "H", "H", "H", "H"],
  "positions_angstrom": [[-23.335, -13.326, -24.149], [-10.336, -13.856, -20.777], [-12.745, -18.326, -20.603], [-18.256, -11.546, -18.201], [-11.273, -17.652, -27.589], [-23.484, -15.020, -21.144], [-19.419, -11.016, -27.199], [-20.955, -12.326, -28.943], [-13.342, -10.009, -19.655], [-16.122, -14.776, -24.978], [-17.366, -13.723, -16.350], [-13.630, -19.208, -25.912], [-23.421, -17.628, -20.285], [-17.067, -19.210, -29.970], [-14.889, -18.397, -28.149], [-15.183, -17.643, -23.986], [-19.895, -10.079, -24.480], [-19.390, -21.488, -17.808], [-12.030, -15.865, -21.290], [-16.697, -14.423, -23.720], [-18.649, -18.950, -28.004], [-21.282, -13.325, -27.956], [-17.241, -11.551, -26.922], [-13.045, -20.483, -26.177], [-18.292, -18.740, -29.513], [-9.817, -13.032, -21.792], [-15.292, -13.900, -17.634], [-18.918, -13.454, -19.267], [-14.076, -14.929, -20.889], [-10.762, -18.837, -21.719], [-18.547, -20.349, -18.061], [-18.468, -20.170, -19.606], [-19.394, -10.900, -23.453], [-15.334, -18.631, -22.983], [-13.812, -10.252, -20.928], [-20.253, -12.186, -23.584], [-13.151, -15.395, -22.043], [-16.831, -19.058, -22.776], [-21.845, -18.234, -18.571], [-12.205, -19.297, -21.457], [-11.982, -20.761, -25.209], [-18.103, -15.052, -23.676], [-10.488, -18.187, -29.777], [-20.129, -14.364, -27.982], [-14.874, -11.372, -20.845], [-10.883, -12.132, -22.460], [-14.822, -16.961, -28.115], [-25.683, -13.265, -24.699], [-22.292, -18.313, -20.020], [-23.650, -13.884, -20.260], [-18.175, -10.928, -27.934], [-18.821, -11.923, -19.447], [-11.336, -18.610, -28.612], [-23.229, -12.527, -20.909], [-15.960, -13.884, -16.301], [-24.287, -13.639, -25.193], [-16.032, -16.190, -27.707], [-23.168, -16.778, -20.653], [-9.529, -14.210, -20.397], [-19.432, -10.363, -25.271], [-12.615, -20.481, -27.179], [-13.552, -14.117, -20.384], [-15.394, -11.549, -21.786], [-17.895, -13.832, -19.260], [-12.875, -14.587, -22.720], [-18.166, -11.639, -20.270], [-20.982, -12.801, -29.776], [-16.514, -16.508, -26.783], [-13.912, -16.656, -27.598], [-23.009, -14.050, -19.394], [-20.463, -12.392, -24.634], [-11.695, -12.680, -22.939], [-19.608, -10.408, -22.504], [-12.701, -9.295, -19.654], [-19.754, -11.397, -19.650], [-17.169, -19.702, -23.588], [-10.301, -19.367, -22.552], [-23.954, -13.233, -26.148], [-20.082, -11.396, -27.780], [-15.652, -12.981, -15.774], [-18.064, -16.132, -23.534], [-18.918, -19.408, -17.655], [-20.108, -14.999, -27.096], [-14.202, -13.891, -17.595], [-26.487, -13.753, -25.250], [-9.341, -13.728, -22.482], [-12.356, -18.817, -28.937], [-10.965, -19.543, -28.188], [-21.178, -11.785, -23.170], [-17.556, -18.247, -22.850], [-9.079, -12.384, -21.320], [-22.555, -19.358, -20.181], [-17.573, -20.572, -17.627], [-11.342, -19.879, -25.225], [-18.650, -14.933, -24.611], [-16.228, -11.344, -27.268], [-15.734, -14.509, -18.422], [-12.606, -19.361, -22.469], [-17.878, -18.497, -27.381], [-15.316, -18.599, -28.984], [-16.199, -14.842, -22.846], [-15.677, -15.179, -27.509], [-18.161, -19.144, -19.809], [-25.764, -13.250, -23.612], [-21.429, -18.078, -20.644], [-23.513, -13.835, -23.354], [-22.147, -19.136, -18.038], [-22.227, -13.828, -28.161], [-14.175, -15.757, -20.187], [-20.774, -18.034, -18.543], [-22.442, -17.559, -17.957], [-11.400, -21.651, -25.449], [-15.673, -10.976, -20.219], [-17.269, -11.144, -25.911], [-15.758, -15.658, -24.871], [-14.101, -18.960, -26.710], [-19.933, -21.175, -17.082], [-12.581, -17.459, -20.981], [-19.986, -13.124, -23.097], [-10.464, -11.588, -23.306], [-19.037, -19.178, -30.178], [-10.676, -17.784, -21.989], [-24.623, -13.835, -19.773], [-12.353, -20.308, -21.079], [-23.965, -12.242, -21.661], [-15.358, -12.877, -18.002], [-23.274, -11.680, -20.224], [-14.954, -18.243, -22.038], [-17.809, -20.824, -20.178], [-19.554, -13.653, -18.404], [-12.362, -20.830, -24.190], [-22.197, -12.484, -21.259], [-17.846, -9.902, -28.101], [-24.368, -15.255, -21.434], [-19.362, -13.897, -20.158], [-15.776, -14.732, -15.641], [-20.200, -15.020, -28.850], [-13.764, -16.165, -22.512], [-10.143, -18.927, -20.826], [-18.152, -11.532, -28.841], [-11.044, -17.342, -30.181], [-15.037, -14.584, -21.271], [-13.868, -21.177, -26.004], [-24.247, -14.728, -25.181], [-10.505, -18.960, -30.545], [-17.327, -12.634, -26.839], [-17.791, -10.755, -18.484], [-14.657, -16.638, -29.143], [-14.587, -18.000, -24.649], [-14.708, -19.505, -23.158], [-17.641, -12.957, -16.860], [-17.035, -20.147, -29.767], [-11.501, -15.102, -21.047], [-19.161, -13.867, -28.033], [-19.553, -18.395, -27.752], [-13.030, -10.561, -21.621], [-14.566, -12.300, -20.363], [-14.288, -9.393, -21.401], [-18.353, -17.656, -29.609], [-21.408, -12.842, -26.987], [-11.019, -11.364, -21.698], [-18.624, -14.592, -22.837], [-11.802, -17.936, -26.841], [-16.901, -19.638, -21.855], [-18.348, -11.187, -23.565], [-16.749, -16.116, -28.524], [-19.440, -20.372, -20.055], [-9.431, -17.961, -29.636], [-16.683, -13.338, -23.819], [-25.710, -12.215, -24.992], [-18.879, -20.001, -27.827]]
}


The structure with the most favorable energy is version Q; the runner-up is 0.0084 hartree above it.